# 1
A structure of composition C27H54CeOP2Si at a distorted geometry. Source: the OMol25 dataset; level of theory: wB97M-V/def2-TZVPD.

```
86
Properties=species:S:1:pos:R:3:forces:R:3
Ce -0.034091 0.072989 -0.108231 6.0161 -0.9924 1.5127
P 1.826143 1.949594 0.727950 -2.0850 -1.2099 -0.0759
P 1.020198 -2.485149 -0.151867 -1.0660 1.6843 1.4313
Si 0.095950 -0.108250 4.000686 0.4348 0.0257 1.9471
O 0.285627 -0.111250 2.357984 -0.2035 0.5060 -3.0383
C -0.956951 0.492975 -5.393074 -0.2117 -0.2241 -0.1408
C 3.446969 1.265517 0.944241 0.6066 0.1668 0.0264
C -2.093808 -0.528543 1.160181 -0.4345 1.0280 -0.8637
C 0.724296 1.299273 5.174600 0.0254 0.2747 -0.6781
C -2.151895 0.672148 -0.871729 -1.2176 -0.4867 2.4725
C -1.380135 -0.571094 5.195112 -0.1566 -0.2738 -0.5697
C -2.313352 -0.678475 -0.253353 -2.3082 2.6669 1.3380
C 1.329309 -1.344646 -5.139819 -0.1954 -0.3591 -0.1485
C 2.199581 -0.220622 -4.491534 0.5248 -0.1635 0.1298
C -2.206126 -1.633996 2.166827 0.0341 -0.0410 0.6603
C -0.070946 1.650573 -4.820165 -0.0747 0.5916 -0.0022
C -3.130135 -1.832484 -0.754068 0.1207 -0.3064 -0.4554
C 1.365234 2.667911 2.286488 0.4120 0.2280 0.6098
C -1.026167 -0.757781 -4.530959 -0.0684 -0.3309 -0.4891
C 1.537286 0.455043 -3.315355 -0.7837 0.8123 -0.3157
C 1.323894 -1.360574 4.291509 0.3534 -0.6543 0.5756
C -1.766705 3.128392 0.073956 0.1531 0.1470 -0.2492
C -1.810794 0.887626 1.447701 -1.4162 0.4021 -0.4684
C 0.515046 1.331639 -3.466249 0.8078 -0.5725 0.0804
C 1.944521 3.360397 -0.322904 0.6804 0.4657 -0.0899
C -1.821872 1.556296 2.785716 1.1525 -0.4496 1.2691
C -1.782394 1.626920 0.221632 -2.5798 -1.5890 0.4084
C -2.937413 1.194836 -2.008678 -0.0874 0.1865 -0.7853
C 0.011771 -1.602881 -4.438853 -0.3513 -0.1293 -0.4181
C 1.368159 -3.162266 1.456442 0.2222 -0.1445 0.2814
C -0.258402 -3.656966 -0.562785 0.1553 -0.8799 -0.9632
C 2.636078 -2.612706 -0.868158 0.2975 -0.8707 -0.7725
H 1.785860 1.507814 5.017665 -0.0096 0.1370 0.0526
H 0.172165 2.245126 5.162506 0.1197 -0.0300 -0.0011
H 3.885924 0.978574 -0.015731 0.0509 0.1312 0.1438
H -0.680418 2.570924 -4.741045 0.3214 -0.4461 -0.0499
H -3.070058 -2.031403 -1.830263 0.0623 0.1729 0.1853
H 1.476403 -1.290467 5.356315 0.6179 -0.6633 0.4089
H -2.898667 -2.764764 -0.225422 -0.0568 0.2839 -0.0952
H -1.683283 -1.423461 3.112919 -0.4069 0.0529 -0.7294
H -1.429842 3.475717 -0.917602 -0.1377 -0.2796 0.2991
H -1.019960 -3.370898 -1.290062 0.4061 -0.0160 -0.0862
H 0.479950 3.301024 2.214628 0.2405 0.0697 -0.1321
H 2.252143 3.260840 2.496587 -0.0896 0.5681 0.5401
H -2.801167 3.483950 0.198137 0.2530 -0.0264 -0.0465
H 2.589378 3.984584 0.292997 0.1540 0.7953 -0.5646
H -4.172757 -1.580191 -0.512444 0.1694 -0.1151 -0.1600
H 3.484381 0.420189 1.639353 -0.1455 0.2673 -0.0471
H -2.284124 0.052277 5.157148 0.2253 -0.1489 -0.0867
H -0.015347 1.827379 -2.640498 0.3895 -0.2492 0.1787
H 0.879640 -2.294093 3.977586 0.4104 -0.5129 0.2223
H -1.973831 0.862774 -5.621102 0.5061 -0.1638 0.2542
H -3.860217 1.608838 -1.577431 0.0739 -0.0963 -0.3134
H 3.150291 -0.665773 -4.148128 -0.3512 0.2579 -0.1809
H 3.964373 2.130903 1.359761 0.7613 -0.2845 0.0805
H -1.501781 2.605987 2.799464 -0.8975 -0.0932 -0.4283
H 1.216439 1.958608 3.103602 0.1951 0.1848 -0.5512
H 2.184923 -1.071140 3.699577 0.3646 -0.3376 0.1811
H 0.728536 1.879965 -5.549108 -0.2877 -0.1147 0.4330
H 1.925140 0.109682 -2.348593 -0.1169 0.4164 0.1732
H 2.251852 -2.705968 1.894961 -0.0649 -0.1112 0.1905
H 0.372700 -4.460826 -0.937146 -0.6317 -0.8030 -0.2420
H 2.465090 0.513045 -5.272320 -0.1182 -0.1944 0.4449
H -1.072113 1.183058 3.542851 -1.4659 0.8722 -1.2520
H -1.695972 -1.616607 5.118360 -0.0567 0.0702 0.0214
H 0.513783 -3.125949 2.129947 0.1825 0.0506 -0.0736
H -2.752675 1.335858 3.315989 -0.1826 0.5839 -0.3307
H 3.298708 -1.768505 -0.631449 -0.4095 -0.1559 -0.0052
H 2.556466 -2.755739 -1.944497 0.3659 -0.0281 -0.0841
H -0.100263 -2.589276 -3.974801 -0.1087 0.4008 0.1040
H 3.006436 -3.507982 -0.369192 0.6570 -0.1140 -0.4691
H -3.264628 -1.728015 2.434222 0.0096 -0.2045 -0.0954
H -2.007372 -1.019525 -4.111857 0.4879 0.0142 -0.0475
H -2.426188 2.011020 -2.532001 -0.1405 -0.1841 -0.0445
H 1.895545 -2.291049 -5.191783 -0.1596 0.4932 0.0346
H 0.977936 3.840186 -0.489089 0.1704 -0.0517 0.0794
H -1.151614 3.649499 0.819596 -0.2076 -0.2878 -0.1328
H 1.568511 -4.189827 1.148834 0.2158 -0.3302 0.6545
H 2.415576 3.096031 -1.266657 0.0631 0.2279 -0.1029
H 1.127949 -1.052255 -6.184371 0.0325 -0.1754 0.3543
H 0.630012 0.895895 6.190612 0.0191 -0.0195 -0.3323
H -0.977060 -0.454745 6.210733 0.0376 -0.0445 -0.3579
H -1.839968 -2.628042 1.859126 -0.2559 0.4847 -0.2814
H -0.519719 0.209646 -6.366189 -0.2496 0.0439 0.3323
H -0.747288 -3.972224 0.366289 0.2251 0.0596 -0.2473
H -3.198705 0.414851 -2.724267 0.0060 0.1351 -0.0162
```
Forces are in eV/Å.

The value obtained for the gap between HOMO and LUMO is 6.808 eV. Its net charge is +2.

These are the Mulliken partial charges, in e, on atoms 1 to 4: Ce -1.9651; P 1.5678; P 1.7640; Si 1.4138


# 2
The ion C27H54FN4O with charge +1 at a distorted geometry. Source: the OMol25 dataset; level of theory: wB97M-V/def2-TZVPD.

```
87
Properties=species:S:1:pos:R:3:forces:R:3
F -11.498253 -2.524069 -0.789587 3.6493 -1.2672 0.8140
O -8.991832 1.092087 0.837967 0.0612 -2.2470 0.2968
N -7.101526 -1.875623 -2.143581 -4.8081 1.6974 5.4562
N -8.521648 -1.043115 -0.413606 2.3448 1.2243 -0.9905
N -9.021303 -2.291313 -0.791273 4.2895 1.5123 -3.0958
N -8.151114 -2.714236 -1.799208 0.6326 1.1955 0.0712
C -10.076867 -4.715026 -0.547283 -0.2605 0.7272 -0.0310
C -10.847305 1.459075 2.662238 -0.0980 0.0203 1.1630
C 10.148679 -4.554390 0.505059 -0.3782 0.0954 -0.1034
C -4.780001 0.164472 -1.025564 0.0692 -0.9304 -0.6981
C -2.312038 0.390860 -1.979097 -0.0696 -0.1705 0.2364
C -3.900859 0.843487 -2.234157 1.0243 -1.3557 0.1271
C -7.275043 -0.683119 -1.190521 -3.3324 -2.4926 0.4774
C -10.200290 -3.098406 -0.290988 -1.7911 -0.5861 2.1559
C -1.269358 1.035711 -3.070800 0.0089 0.3404 -0.2529
C 8.466236 0.995009 2.393224 0.1759 0.7943 -0.4866
C -9.281659 1.582685 2.193957 -0.4045 0.7447 1.6210
C -0.115229 2.012353 -2.408198 -0.3111 0.1931 -0.4395
C 11.118066 -3.198767 0.553054 0.8293 -0.9892 0.4112
C 2.423911 2.652047 -1.973648 -0.0012 -0.4411 -0.0925
C -6.373270 0.672792 -1.001735 1.2065 -0.5755 0.0355
C 1.420327 1.654250 -2.865178 0.5624 0.3670 0.6690
C 9.924074 0.334150 1.948158 -1.0356 -0.3490 -0.5894
C 9.634460 -1.227500 1.539643 0.5070 -0.1244 0.0409
C 3.637799 1.801564 -1.239031 0.0479 1.6600 -0.2961
C 5.495804 2.346689 0.655625 0.4187 0.0562 -0.5664
C 4.703241 2.941724 -0.650908 -0.6454 -0.6661 0.1219
C 8.588115 -4.126747 0.103071 0.4600 0.3127 1.1626
C -11.696464 2.861181 2.634580 -1.3758 -0.8522 -0.0443
C 7.040756 1.942613 0.233221 0.1576 0.9989 0.5312
C -9.289095 -0.339939 0.683026 -2.5331 0.9908 1.6462
C 10.847843 -2.274369 1.909123 -1.0754 -0.7619 -1.1167
C 8.106244 2.311311 1.432692 0.4987 -0.3273 0.7019
H -1.920787 1.687555 -3.816894 1.4413 -1.4251 1.3876
H -0.370097 3.119024 -2.764125 0.7505 -2.2683 0.8824
H -4.767827 -1.010473 -1.229881 0.0459 2.5419 0.4911
H -10.824694 1.099695 3.800509 0.0350 0.6840 -2.5375
H 2.893417 3.496325 -2.663318 -0.9233 -1.8385 1.4490
H -0.713290 0.192984 -3.707343 -1.4132 1.7630 1.4664
H 10.413143 -3.031327 2.718413 1.3025 1.7440 -1.4693
H -12.594884 2.700532 1.865073 2.0675 0.6812 1.5755
H -11.480275 0.658880 2.089627 1.4896 1.3756 0.9268
H 10.581533 -5.369668 -0.250499 -0.9398 1.9852 1.4837
H 10.985680 -2.581458 -0.452064 0.2189 -1.2185 2.1901
H -2.059125 0.696950 -0.865521 -0.2570 -0.4714 -2.3003
H 10.115108 -5.088829 1.562610 0.2218 1.2186 -2.1296
H 12.244747 -3.579147 0.582049 -2.3510 0.7718 -0.1146
H -3.984779 2.016566 -2.270598 0.0918 -2.3734 0.0497
H -8.593272 1.044868 2.993433 -1.2953 0.8670 -1.7853
H 7.343036 2.589405 -0.710163 -0.6668 -1.4438 1.8766
H 8.502613 1.301957 3.529246 -0.0605 -0.5336 -2.2851
H -9.006577 2.742891 2.237309 -0.4375 -2.6982 -0.5118
H 1.747013 0.535524 -2.612329 -1.0604 2.3188 -0.4457
H -6.509267 1.213228 0.037419 -0.4825 -1.3543 -2.3258
H 8.637497 -3.216445 -0.639677 -0.3323 -2.0447 1.2443
H -10.445690 -0.405650 0.394184 2.5590 -0.1333 0.3068
H 4.130337 3.928959 -0.318122 0.9998 -2.1874 -0.8459
H 11.825800 -1.735582 2.280770 -2.0372 -1.1143 -0.7671
H 8.653500 -1.641988 2.036531 1.8910 1.0535 -0.9149
H -11.083038 3.811655 2.335560 -1.1569 -1.9056 0.7294
H -4.286859 0.309768 0.031394 -1.0430 -0.0372 -2.1375
H 4.161889 1.116239 -2.053838 -1.0495 1.3376 1.8875
H 4.968584 1.368217 1.037588 0.8587 2.0346 -0.6365
H 9.121930 2.703043 0.944211 -2.2619 -0.7639 1.1781
H -10.245439 -2.956479 0.893405 0.0956 0.0658 -2.7566
H -11.149358 -5.175041 -0.321926 2.3167 1.1935 -0.7291
H 1.786211 3.207397 -1.137764 1.3606 -1.1954 -1.7608
H -6.514974 1.438225 -1.900274 -0.1342 -1.9048 1.9162
H 7.568175 0.242738 2.265029 1.9636 1.2944 0.2741
H 10.725864 0.476665 2.788599 -1.5919 -0.4791 -1.5315
H 5.457668 3.165120 1.516746 0.3423 -1.8614 -1.8034
H 9.467837 -1.249197 0.371100 0.2335 0.0317 2.3944
H -9.345166 -5.172375 0.265913 -1.3454 1.1508 -1.9469
H 1.619118 1.790312 -4.032307 -0.6713 -0.1550 2.5544
H -12.232665 2.960482 3.696293 1.3802 0.1650 -2.4046
H -4.196109 0.326974 -3.269085 0.3105 1.4702 2.2193
H 7.694245 3.140399 2.183246 0.7173 -1.5620 -2.0198
H -0.197798 2.003900 -1.222062 0.2775 -0.0968 -2.5304
H 5.409493 3.221910 -1.544667 -1.1573 -0.4364 1.9284
H 8.063087 -3.735193 1.100673 1.0891 -0.7664 -2.2202
H -9.192495 -0.940257 1.707994 0.3028 1.2862 -2.1343
H 7.942910 -5.027319 -0.274129 1.3702 1.7965 0.4804
H -9.719791 -4.874656 -1.650123 -0.7690 -0.0280 2.2918
H 10.337016 0.862823 0.961113 -0.9113 -0.9853 2.2858
H -2.181676 -0.785329 -2.028119 -0.6525 2.3713 0.1512
H 3.262749 1.175058 -0.320230 0.4913 1.0706 -2.0146
H 7.103329 0.802709 -0.041251 -0.0476 2.2153 0.5018
```
Forces are in eV/Å.

The value obtained for the gap between HOMO and LUMO is 5.938 eV. Its net charge is +1. The SMILES is CCCCCCCCCCCCCCCCCCCCc1nnn([C@H](C)F)[n+]1COCCC.

These are the Mulliken partial charges, in e, on atoms 1 to 4: F -0.3011; O -0.3268; N -0.3653; N 0.1992


# 3
A structure of composition C27H54OsP2Si at a distorted geometry. Source: the OMol25 dataset; level of theory: wB97M-V/def2-TZVPD.

```
85
Properties=species:S:1:pos:R:3:forces:R:3
Os -0.593397 0.149221 -0.574413 5.8870 0.9221 1.2082
P 1.349580 1.661900 0.609411 0.5369 0.6795 -0.2157
P 0.681882 -1.900069 -0.101797 -0.1474 -1.5887 -1.0750
Si 1.062008 -0.758490 4.366925 -0.1079 0.2030 -0.1087
C -2.486642 -0.496852 -0.202587 -1.8733 0.0549 -0.0091
C 0.510824 0.595404 5.559746 0.0398 -0.2329 -0.1124
C -1.255399 -0.727281 -4.061757 -1.2243 -0.4067 -1.0682
C 3.056632 0.993943 0.759595 0.1059 -0.3046 -0.0474
C 0.244544 1.398963 -3.049571 0.9081 0.7849 -0.2971
C -2.942469 1.258071 -2.114261 0.0192 0.0422 -0.6808
C -1.240954 0.493532 -4.944167 -0.2344 0.2257 -0.0131
C -2.296479 -1.453707 2.234353 0.3103 0.1460 0.0037
C -0.303122 -3.180798 -0.961141 0.0380 -0.1678 0.0647
C -1.916004 1.719449 0.266572 -1.7951 0.1314 -0.7717
C 1.970571 -0.125376 -4.017227 0.3620 -0.1134 -0.1092
C 1.091503 -1.234605 -4.660089 0.1980 -0.1694 -0.0892
C 2.223542 -1.909930 -1.087889 0.2276 0.2687 -0.0696
C -1.946683 0.986272 1.504232 0.6898 -0.8200 0.4717
C 1.594670 3.109153 -0.498684 -0.0461 -0.0812 -0.0788
C 2.919179 -0.699403 4.061207 -0.0860 0.1037 0.1253
C -2.483632 0.852045 -0.763132 -1.4884 0.1967 0.9079
C -2.079057 -0.381494 1.194780 -1.6043 0.4961 0.8637
C 0.469206 -2.451550 4.927325 0.0388 0.0563 -0.1125
C -3.223293 -1.650269 -0.815629 0.0785 -0.2524 -0.0334
C -0.330292 1.640151 -4.418630 -0.4078 0.2354 -0.1767
C 1.327281 0.619825 -2.882547 0.3226 0.6517 0.0036
C -1.946581 3.225725 0.179738 0.3377 -0.3653 -0.0020
C -0.198535 -1.511639 -3.940272 0.2905 -1.4379 -0.8282
C 1.220850 2.524746 2.229976 -0.4109 -0.1074 0.4069
C -1.845446 1.541067 2.882171 0.0407 0.1183 0.3246
C 1.153299 -2.772527 1.433553 -0.0464 0.3158 0.6194
H -3.956944 1.669881 -2.198255 0.1705 -0.1266 0.4379
H -1.122189 -3.509741 -0.313796 0.1578 0.0011 -0.1091
H 2.248059 0.605881 -4.793284 -0.0342 -0.1856 0.2438
H 2.910977 -0.590425 -3.686222 -0.2503 0.3400 -0.0223
H 1.561781 -3.781161 1.240925 -0.2275 0.4906 -0.3725
H 1.914796 0.620037 -1.958869 -0.4390 0.0868 -0.0389
H 2.890181 -1.115747 -0.734341 -0.0807 -0.2740 -0.1282
H -1.313997 3.654283 0.962153 -0.0983 0.1443 -0.2878
H 3.260030 0.339343 3.943526 -0.0021 -0.2915 0.0684
H -2.975790 3.580579 0.343264 0.2820 -0.1603 -0.0802
H 1.676396 -2.165110 -4.708341 -0.1723 0.3226 -0.0143
H -2.786987 1.326065 3.405917 0.1247 0.0365 -0.0539
H -2.244505 2.002991 -2.496159 -0.2573 0.1298 -0.1777
H 0.491464 1.815982 -5.133182 -0.2171 -0.0842 0.3376
H 1.908465 -2.212724 2.001773 -0.2961 -0.1044 -0.2394
H 1.102608 0.478360 6.478682 -0.1886 0.1663 -0.0661
H -0.723363 -2.725316 -1.862310 0.0301 -0.2635 0.4052
H 0.381169 3.231263 2.232700 0.1830 -0.2538 -0.0231
H -3.068596 -2.556749 -0.222926 -0.0722 0.1043 -0.2451
H -2.260162 0.887896 -5.074279 0.3212 -0.2417 0.0842
H 1.121168 -3.244270 4.533381 -0.2194 0.1475 0.1598
H 3.742320 1.702540 1.255399 -0.4772 -0.1057 -0.1972
H 1.858136 2.760002 -1.503026 0.0143 0.2185 0.2578
H -0.093931 2.113131 -2.285108 0.2559 -0.4551 0.0219
H -2.849300 -1.808347 -1.829409 -0.1886 -0.2239 0.0938
H 3.046994 0.071657 1.356223 0.0137 0.2129 -0.1654
H -1.614065 3.562706 -0.806151 -0.0919 0.1254 0.1973
H 1.981294 -1.706396 -2.139772 0.0360 -0.2079 0.4120
H 0.871335 -0.962548 -5.706065 0.0260 -0.0746 0.3580
H -1.995532 -2.448066 1.888487 -0.0845 0.1569 0.0712
H 0.672199 1.603093 5.156471 -0.0150 -0.1851 0.2367
H 2.762104 -2.867516 -1.019129 -0.3629 0.2074 0.0992
H -0.298269 -2.555422 -3.602508 -0.1033 0.7639 0.0900
H 0.486984 -2.485891 6.026338 -0.0534 -0.1238 -0.2432
H 1.067882 1.800985 3.043261 -0.0015 0.1801 -0.3143
H -1.760109 -1.217996 3.163703 -0.0423 -0.1055 -0.3402
H -4.307413 -1.478603 -0.882480 0.3203 0.1566 0.1467
H -0.553969 0.474115 5.803907 0.2844 0.0844 0.0408
H 2.373178 3.795991 -0.134834 -0.2140 -0.3163 0.0199
H -2.259068 -1.107268 -3.814725 0.6172 0.0599 0.2140
H 0.271853 -2.891170 2.076653 0.2122 0.0912 -0.1290
H 3.231332 -1.275601 3.181258 0.0675 0.0933 0.3143
H -0.559841 -2.630202 4.581338 0.2722 -0.0903 0.2502
H -2.871772 0.395096 -2.778410 -0.2286 0.2845 0.0930
H 3.398582 -1.131754 4.950638 0.1311 0.1073 -0.2117
H 0.645310 3.653979 -0.561732 0.2478 -0.0242 -0.0118
H -1.042346 1.082817 3.485029 -0.2728 0.1107 -0.3464
H -1.718182 2.628868 2.893645 -0.0171 -0.2746 -0.0313
H 3.474299 0.774626 -0.230629 -0.0911 0.0552 0.2060
H 0.302705 -4.054153 -1.244283 -0.1098 0.2460 0.1672
H -0.926757 2.565574 -4.409111 0.3026 -0.2494 0.0366
H -0.899321 0.198371 -5.952057 -0.1488 0.0619 0.3751
H -3.368350 -1.494290 2.488962 0.2553 0.0053 -0.2152
H 2.129588 3.104905 2.471967 -0.2274 -0.3539 -0.4754
```
Forces are in eV/Å.

The value obtained for the gap between HOMO and LUMO (alpha / beta) is 5.791 / 7.068 eV. Its spin multiplicity is 5. As for the relative energy (zero: lowest compared OMol25 entry of this formula, charge and spin): 0.0 kcal per mole. Its net charge is +2.

These are the Mulliken partial charges, in e, on atoms 1 to 4: Os 0.2553; P 1.2686; P 1.1827; Si 0.7702